# C2H10N8

A cluster of 2 separate species, C2H10N8 in total (ωB97M-V/def2-TZVPD, the OMol25 dataset).

```
20
Properties=species:S:1:pos:R:3:mulliken_charge:R:1
C 1.70737 1.29337 -0.11564 0.356
C -0.90339 -1.35673 -0.68054 0.634
N 1.96870 1.83027 -1.24016 -0.352
N -1.83934 1.47461 0.96380 -0.307
N -1.83697 0.36293 0.36458 -0.161
N 0.08625 -1.80668 -1.43399 -0.309
N 1.82843 0.93057 0.99803 0.377
N -0.72910 -0.11784 -0.09756 0.077
N -1.96787 -2.09145 -0.43619 -0.310
N 1.61476 0.19179 2.02662 -0.498
H 1.24437 2.28111 -1.78965 0.280
H -2.74413 1.82379 1.26797 0.283
H 0.86398 -1.21918 -1.68597 0.191
H 0.01614 -2.70729 -1.88680 0.213
H -1.00761 2.04130 1.14503 0.227
H -2.11555 -2.99811 -0.85852 0.217
H -2.71892 -1.70843 0.12310 0.247
H 1.76444 -0.81059 1.95464 0.269
H 1.83680 0.61800 2.92319 0.285
H 2.93166 1.96855 -1.54193 0.283
```

Orbital gap ... 10.333 eV
Total charge ... +2
Energy ... -14138.4288 eV
Multiplicity ... 1

=====

# C31H33ClN2O2Si2Tl

A structure of composition C31H33ClN2O2Si2Tl (ωB97M-V/def2-TZVPD, the OMol25 dataset).

```
72
Properties=species:S:1:pos:R:3:mulliken_charge:R:1
C -1.23308 3.88496 3.08398 -0.742
C -0.61158 2.63355 3.39026 -0.898
C 0.50514 2.46707 2.52021 -0.086
H -0.92335 1.94026 4.18310 0.412
C 0.56057 3.59556 1.65650 -0.343
C -0.51057 4.46912 1.99855 -0.594
H -0.70601 5.44237 1.55279 0.418
H -2.06028 4.35325 3.63562 0.795
H 1.21055 1.62895 2.52919 0.673
H 1.31502 3.77386 0.89175 0.477
Tl -2.19211 2.31593 -0.25718 0.993
Si 0.03541 -0.69468 -0.97401 -0.362
C -0.89900 -1.49377 0.50309 0.642
C -1.82219 -2.53571 0.41386 -0.613
H -2.13924 -2.89926 -0.57257 0.375
C -2.31334 -3.12227 1.58494 -0.555
H -3.03285 -3.93094 1.52298 0.458
C -1.89613 -2.64544 2.83704 -0.672
H -2.26498 -3.11603 3.74961 0.408
C -1.03269 -1.54900 2.91706 -0.572
H -0.72479 -1.12371 3.86959 0.455
C -0.56749 -0.94936 1.74966 -0.026
H 0.06332 -0.05504 1.80463 0.051
C 1.54718 0.15111 -0.24285 1.205
C 2.43424 -0.53480 0.58802 0.401
H 2.15486 -1.50382 1.00661 0.216
C 3.65780 0.06467 0.91369 -0.966
H 4.33506 -0.44880 1.59290 0.444
C 3.97064 1.32754 0.39801 -0.666
H 4.92006 1.79978 0.64911 0.455
C 3.05974 2.02262 -0.41366 -0.900
H 3.28036 3.03668 -0.75775 0.547
C 1.84680 1.42623 -0.73465 -0.561
H 1.12008 1.93128 -1.37776 0.320
H -1.15125 0.26892 -0.92453 -0.615
Si 0.39749 -2.45446 -2.43365 0.783
C 2.20902 -2.25787 -2.88891 0.669
C 3.07937 -3.32428 -2.59932 -0.373
H 2.69257 -4.32080 -2.35895 0.410
C 4.46151 -3.11388 -2.53954 -0.613
H 5.11909 -3.92104 -2.22411 0.416
C 5.00577 -1.86114 -2.85257 -0.649
H 6.09102 -1.69757 -2.81221 0.385
C 4.13839 -0.81939 -3.21054 -0.361
H 4.55893 0.15946 -3.43523 0.396
C 2.75274 -1.01188 -3.25806 -0.463
H 2.07833 -0.18564 -3.50786 0.329
C 0.30322 -4.15443 -1.72452 0.413
C 0.90131 -4.35585 -0.47338 0.193
H 1.52892 -3.57579 -0.03870 0.479
C 0.65401 -5.54149 0.22374 -0.843
H 1.06803 -5.66273 1.22541 0.401
C -0.12675 -6.54556 -0.35434 -0.558
H -0.34257 -7.46312 0.20089 0.389
C -0.61862 -6.38674 -1.66043 -0.573
H -1.20490 -7.17736 -2.12595 0.399
C -0.37093 -5.20338 -2.36953 -0.756
H -0.71973 -5.07931 -3.40251 0.367
H 0.02393 0.28491 -2.05867 -0.164
Cl -0.93382 -2.25040 -3.92058 -0.383
C -5.04071 7.13541 -0.09404 -0.810
O -3.77869 6.57699 -0.54649 -0.330
C -3.43616 5.40208 -0.03925 0.698
O -2.32886 4.89099 -0.28751 -0.536
N -4.36933 4.85166 0.79451 -0.127
N -4.05565 3.53717 1.29060 -0.416
H -5.12228 7.11200 1.00722 0.379
H -5.89290 6.61651 -0.56608 0.308
H -4.98328 8.16052 -0.46275 0.285
H -5.33700 4.94199 0.49642 0.269
H -3.42215 3.65800 2.08543 0.152
H -4.91523 3.10533 1.63364 0.263
```

Orbital gap (alpha / beta) ... 6.779 / 5.240 eV
Total charge ... +1
Energy ... -72719.4180 eV
Multiplicity ... 1

=====

# C5H15NO2S

A cluster of 2 separate species, C5H15NO2S in total (ωB97M-V/def2-TZVPD, the OMol25 dataset).

```
24
Properties=species:S:1:pos:R:3:mulliken_spin:R:1
C 2.54204 0.49775 0.58031 -0.011
N 1.20936 1.14056 0.73116 0.106
C 0.09086 0.44140 0.14702 0.032
C 0.13970 0.23644 -1.37878 0.015
S -0.92446 -1.03074 -1.99828 0.725
C -0.19351 -0.85742 0.91712 0.002
O -1.50872 -1.23890 0.55995 0.098
C 3.31294 0.62456 1.91203 0.010
H 3.08938 0.97080 -0.23864 0.011
H 2.41417 -0.56659 0.38920 -0.001
H 1.22318 2.08579 0.37229 -0.001
H -0.72766 1.09721 0.44505 -0.002
H -0.20598 1.11807 -1.91490 -0.003
H 1.18491 0.13255 -1.64596 0.031
H -0.29343 -2.10482 -1.49879 -0.010
H 0.01427 -0.73430 1.97356 0.011
H 0.52659 -1.58487 0.50175 -0.007
H -1.70001 -2.12809 0.87679 -0.002
H 2.57110 0.65590 2.70819 -0.002
H 3.92799 -0.23467 2.15468 0.000
H 3.91631 1.52704 1.96835 0.000
H -2.99748 0.50890 0.53190 -0.003
H -2.96436 1.95434 1.00971 0.000
O -3.46917 1.34716 0.45301 0.001
```

Orbital gap (alpha / beta) ... 10.292 / 5.102 eV
Total charge ... +1
Energy ... -21839.2166 eV
Expectation value of S² ... 0.755
Multiplicity ... 2

=====

# C6H11N

An isolated molecule of C6H11N (ωB97M-V/def2-TZVPD, the OMol25 dataset).

```
18
Properties=species:S:1:pos:R:3:mulliken_charge:R:1
C -0.62438 -2.16278 -0.83122 -0.919
C 0.22778 -1.11805 -1.04646 -0.187
C 0.50323 -0.00055 -0.15072 0.410
C 0.37451 -0.37590 1.19647 -0.394
N -0.75713 -0.66837 1.90875 -0.480
C 0.88700 1.41250 -0.52154 -0.755
C -0.28228 2.43899 -0.58076 -0.944
H -1.68151 -2.06594 -0.58895 0.255
H -0.50120 -3.08033 -1.41083 0.244
H 0.64258 -1.02048 -2.05290 0.297
H 1.29140 -0.47401 1.78553 0.343
H -1.02436 0.11326 2.48392 0.278
H -1.40872 -1.20964 1.33807 0.235
H 1.29965 1.42874 -1.54703 0.319
H 1.65532 1.80933 0.15331 0.390
H 0.29988 3.35135 -0.76690 0.303
H -0.90332 2.45676 -1.47892 0.326
H -0.87748 2.54161 0.32446 0.279
```

Orbital gap ... 6.546 eV
Energy ... -7885.4728 eV
Multiplicity ... 1
SMILES ... C=C/C(=C\N)CC

=====

For the records above, the corresponding largest force on an atom values read 2.3 3.0 3.1 2.8 eV/Å.
For the records above, the corresponding relative energy (zero: lowest compared OMol25 entry of this formula, charge and spin) values read 0.0 24.0 23.8 116.7 kcal per mole.